a) Density functional theory data (wB97M-V/def2-TZVPD) for the molecule CH5NOP2.

Values from the calculation:
Frontier orbital gap (alpha / beta), eV: 7.7 / 7.7
HOMO energy (alpha / beta), eV: -8.781 / -8.782

XYZ file:
```
10
CH5NOP2 wB97M-V/def2-TZVPD
C 1.8109 -1.1761 -0.4356
N -1.6977 0.9476 -0.9997
O 1.3042 0.1583 -0.7092
P 1.3355 1.1106 0.6362
P -0.9945 1.5535 0.1446
H 2.7118 -1.1254 0.1640
H 2.0190 -1.5500 -1.5023
H 1.0985 -1.7134 0.1035
H -1.5304 1.5386 1.6334
H 2.1177 2.0965 0.1214
```

Mulliken atomic charge list, values in e, 5 entries: atom 1 (C): -0.6119, atom 2 (N): -0.3660, atom 3 (O): -0.2269, atom 4 (P): 0.0527, atom 5 (P): 0.1476

---

b) Density functional theory data (wB97M-V/def2-TZVPD) for the molecule CH5NOP2.

Values from the calculation:
Frontier orbital gap (alpha / beta), eV: 6.0 / 8.2
HOMO energy (alpha / beta), eV: -7.557 / -8.213

XYZ file:
```
10
CH5NOP2 wB97M-V/def2-TZVPD
C 0.0706 0.2691 1.8254
N 0.4088 0.3902 -2.3549
O 0.0641 0.9634 -3.3487
P -0.7164 1.0560 0.3300
P -0.3181 -0.4594 -1.0870
H 1.0890 -0.1294 1.5789
H 0.0405 0.8820 2.6437
H -0.5618 -0.5685 2.1749
H 0.9973 -0.7988 -0.9056
H -1.0741 -1.6047 -0.8568
```

Mulliken atomic charge list, values in e, 5 entries: atom 1 (C): -0.9375, atom 2 (N): 0.0707, atom 3 (O): -0.4019, atom 4 (P): 0.0604, atom 5 (P): 0.1102

---

Relative to the most stable structure, the computed energies are a) 0.0000; b) 0.0539, all in hartree.